This record from the Open Molecules 2025 dataset describes a molecular structure, C29H35N7O4S3SbSe4Si2Tc. The level of theory is ωB97M-V with the def2-TZVPD basis set.

The geometry in XYZ format:
```
86
Properties=species:S:1:pos:R:3:forces:R:3
Tc -0.5883 0.1697 1.1777 -5.508 -3.047 -4.650
N 2.7463 -6.9627 -2.0603 -0.061 0.181 0.041
C 2.7367 -5.6891 -1.5344 -0.103 0.018 -0.072
C 2.0614 -5.4281 -0.3308 0.036 -0.125 0.042
C 1.9882 -4.1476 0.1652 0.326 0.099 -0.019
C 2.5893 -3.1065 -0.5403 -0.309 0.015 -0.286
C 3.2576 -3.3405 -1.7372 -0.084 -0.119 0.114
C 3.3426 -4.6304 -2.2230 0.037 -0.071 0.045
S 2.3831 -1.4662 -0.0079 -0.042 0.399 1.465
O 3.0587 -0.5710 -0.8947 -0.209 -0.157 -0.687
O 2.7424 -1.3234 1.3779 0.050 -0.414 0.103
N 0.7309 -1.1934 0.0282 -1.378 0.484 -0.051
C -0.3285 -1.9994 -0.2062 0.778 -1.863 0.004
N -1.3441 -1.7408 0.6672 0.096 -1.083 -0.153
C -2.4734 -2.4398 0.5577 0.236 0.496 0.235
C -2.6097 -3.4292 -0.3932 -0.015 -0.210 -0.115
C -1.5117 -3.6646 -1.2112 0.310 0.333 0.100
N -0.3710 -2.9755 -1.1211 -0.422 0.273 -0.079
H 2.5046 -7.7247 -1.4540 0.054 -0.055 0.024
H 3.4119 -7.1716 -2.7818 0.047 -0.035 0.005
H 1.5961 -6.2466 0.2094 0.039 0.046 -0.039
H 1.4834 -3.9435 1.1020 -0.015 -0.019 -0.019
H 3.7141 -2.5166 -2.2691 -0.057 0.022 0.006
H 3.8803 -4.8284 -3.1437 -0.048 0.012 0.028
H -3.2530 -2.1870 1.2649 -0.080 -0.010 -0.030
H -3.5244 -3.9978 -0.4840 0.065 0.019 0.017
H -1.5325 -4.4272 -1.9835 -0.045 -0.010 0.071
C -4.7768 1.9352 3.7919 -0.308 -0.180 -0.475
Si -3.0502 1.2701 3.4214 -0.127 0.298 0.221
C -2.0934 2.8793 3.7030 0.112 -0.380 0.338
C -3.1028 -0.3775 4.2948 0.273 0.256 0.153
N -2.4829 0.7363 1.7758 -0.818 0.224 -1.349
C -3.3718 0.7854 0.7519 0.370 0.157 0.775
C -4.8006 0.8398 0.9087 0.154 0.071 -0.166
C -5.6028 1.0938 -0.1545 -0.026 -0.079 0.235
C -5.0390 1.3490 -1.4342 0.177 0.056 -0.225
C -3.7044 1.2373 -1.6395 -0.169 -0.229 0.086
C -2.8297 0.8208 -0.5738 0.546 -0.302 -0.192
N -1.5341 0.5130 -0.6826 0.143 0.472 0.399
Si -0.9152 0.3507 -2.4088 -0.370 0.441 -1.236
C -2.2254 -0.7568 -3.2474 0.048 0.093 0.098
C 0.6125 -0.4136 -3.1657 0.454 -0.286 0.635
C -0.9567 2.0829 -3.1727 -0.303 -0.240 -0.299
H -4.7241 2.3538 4.8045 0.139 -0.011 -0.113
H -5.5679 1.1802 3.8012 0.051 0.058 0.046
H -5.0770 2.7353 3.1094 -0.001 0.011 0.122
H -1.5746 2.9265 4.6638 -0.090 0.112 0.054
H -2.7715 3.7334 3.6299 -0.093 -0.155 0.127
H -1.3364 3.0028 2.9448 0.291 0.071 -0.270
H -3.3598 -0.2569 5.3406 -0.065 -0.060 0.264
H -2.1963 -0.9621 4.2474 0.279 -0.245 -0.031
H -3.9026 -0.9531 3.8121 0.028 0.148 -0.033
H -5.2243 0.6676 1.8802 -0.082 -0.046 0.056
H -6.6784 1.1220 -0.0264 0.056 -0.009 -0.001
H -5.6834 1.6158 -2.2623 -0.001 0.050 0.048
H -3.2995 1.4257 -2.6164 0.010 0.033 -0.088
H -1.7211 -1.5753 -3.7672 -0.027 0.045 0.063
H -2.7576 -0.1644 -3.9989 -0.009 -0.149 0.021
H -2.9682 -1.1825 -2.5723 -0.020 -0.016 -0.007
H 0.6813 -1.4861 -2.9806 -0.067 -0.063 -0.094
H 1.5754 0.0229 -2.9218 -0.013 0.100 0.063
H 0.4411 -0.2482 -4.2372 -0.160 -0.058 0.083
H -1.5404 1.9984 -4.1022 0.007 0.112 0.155
H 0.0386 2.4051 -3.4733 0.065 -0.014 0.112
H -1.4060 2.8600 -2.5577 0.009 0.041 0.059
Se -0.6464 -0.6042 7.2401 -0.542 -0.360 -0.658
Sb 0.2437 0.5671 5.3656 0.255 -0.335 4.365
Se 0.3618 0.7842 3.0657 1.063 -0.670 5.287
Se 1.0344 1.5351 0.9768 5.268 4.759 -2.032
Se 1.8703 1.9628 6.3474 0.118 0.316 -0.618
O 4.4479 4.4454 -3.6354 0.161 -0.071 -0.013
S 4.7980 3.2589 -2.9144 -0.123 0.013 0.073
O 5.8003 2.3706 -3.4160 -0.074 0.123 0.038
N 3.3774 2.4138 -2.6272 0.156 0.027 1.024
C 3.1194 2.4196 -1.3561 -0.275 -0.027 -0.747
S 1.4685 1.9263 -1.0544 -0.266 0.800 -2.246
C 4.0859 3.0740 -0.4370 0.105 0.081 -0.498
C 4.0657 3.2504 0.9323 0.209 0.190 0.241
C 5.0547 4.0469 1.5071 -0.040 -0.141 -0.090
C 6.0349 4.6479 0.7268 0.017 0.037 0.185
C 6.0640 4.4609 -0.6492 -0.015 -0.123 -0.357
C 5.0895 3.6604 -1.2080 -0.118 -0.054 0.361
H 3.3249 2.8010 1.5734 -0.088 -0.060 -0.071
H 5.0444 4.1890 2.5802 0.055 0.037 -0.037
H 6.7851 5.2710 1.1984 -0.034 -0.022 -0.032
H 6.8106 4.9340 -1.2758 0.004 -0.027 0.090
```
Forces are in eV/Å.

Values from the calculation:
Frontier orbital gap (eV): 4.57
M (g/mol): 1233.617
Energy relative to the best compared isomer or geometry (same formula, charge and spin) (kcal/mol): 115.16